{
  "formula": "C26H37BN2O3S2SiV",
  "method": "ωB97M-V/def2-TZVPD",
  "homo_lumo_gap_ev": 6.99,
  "total_charge": 1,
  "de_lowest_kcal_mol": 24.5,
  "multiplicity": 1,
  "elements": ["V", "C", "C", "N", "N", "C", "S", "S", "C", "C", "C", "C", "C", "C", "C", "C", "C", "C", "C", "C", "C", "O", "H", "H", "H", "H", "H", "H", "H", "H", "H", "H", "H", "H", "H", "H", "C", "C", "C", "O", "B", "O", "C", "C", "C", "H", "H", "H", "H", "H", "H", "H", "H", "H", "H", "H", "H", "C", "Si", "C", "C", "C", "H", "H", "H", "H", "H", "H", "H", "H", "H", "H", "H"],
  "positions_angstrom": [[-0.4932, -0.6415, -0.0748], [3.7688, 0.5225, 0.0378], [2.3888, 0.1530, 0.4840], [1.4207, 0.0340, -0.3949], [1.7701, 0.4484, -1.7005], [0.9380, 0.1006, -2.5953], [-0.4610, -0.9518, -2.2944], [1.1783, 0.5633, -4.2592], [1.8784, 2.2496, -4.1519], [3.1491, 2.4533, -3.3715], [4.3730, 2.0386, -3.8847], [5.5539, 2.3263, -3.2135], [5.5228, 3.0432, -2.0230], [4.3033, 3.4580, -1.5019], [3.1237, 3.1580, -2.1719], [2.1616, -0.0145, 1.9342], [3.1812, 0.2263, 2.8566], [2.9247, 0.1941, 4.2145], [1.6415, -0.0840, 4.6771], [0.6167, -0.3405, 3.7826], [0.9018, -0.3163, 2.4398], [-0.0607, -0.5693, 1.5034], [3.8080, 0.6825, -1.0315], [4.4528, -0.2858, 0.3109], [4.1023, 1.4320, 0.5420], [1.0840, 2.8984, -3.7933], [2.0360, 2.4586, -5.2105], [4.4036, 1.4886, -4.8218], [6.5020, 2.0104, -3.6322], [6.4461, 3.2898, -1.5124], [4.2706, 4.0302, -0.5816], [2.1719, 3.4946, -1.7707], [4.1817, 0.4479, 2.5123], [3.7226, 0.4007, 4.9170], [1.4403, -0.1075, 5.7423], [-0.3925, -0.5664, 4.1058], [-4.9203, 2.3600, -0.9164], [-4.3101, 1.1208, -0.3018], [-5.1076, -0.1109, -0.6938], [-2.9713, 0.9349, -0.8826], [-2.1258, 0.6003, 0.1236], [-2.6622, 0.6730, 1.3746], [-4.0280, 1.2182, 1.2419], [-4.9435, 0.3706, 2.0996], [-3.9732, 2.6408, 1.7700], [-5.0560, 2.1980, -1.9861], [-4.2847, 3.2343, -0.7826], [-5.8982, 2.5616, -0.4726], [-5.1753, -0.1561, -1.7808], [-6.1179, -0.0742, -0.2837], [-4.6185, -1.0233, -0.3464], [-4.8529, -0.6883, 1.8604], [-5.9851, 0.6763, 1.9676], [-4.6785, 0.5086, 3.1479], [-3.2725, 3.2534, 1.1967], [-3.6331, 2.6187, 2.8069], [-4.9597, 3.1063, 1.7387], [0.7515, -4.0974, -1.3695], [-0.2796, -4.0015, 0.1694], [-1.3918, -5.4757, 0.2918], [0.7867, -3.8159, 1.6812], [-1.3753, -2.4526, 0.1122], [1.2704, -5.0608, -1.4326], [1.5039, -3.3040, -1.4019], [0.1225, -3.9987, -2.2595], [-0.7939, -6.3949, 0.3256], [-2.0545, -5.5378, -0.5768], [-2.0109, -5.4431, 1.1938], [1.3065, -4.7510, 1.9146], [0.1834, -3.5454, 2.5552], [1.5477, -3.0396, 1.5382], [-1.9336, -2.3339, 1.0498], [-2.0695, -2.4960, -0.7415]],
  "forces_ev_per_a": [[-0.832, -2.037, -1.918], [0.051, 0.000, 0.078], [-0.097, 0.099, -0.154], [0.393, 0.243, -0.313], [-0.026, -0.152, 0.699], [-0.154, -0.298, -0.191], [0.367, 0.359, -0.350], [-0.101, -0.041, -0.079], [0.107, -0.224, 0.157], [0.028, 0.201, -0.131], [0.005, -0.124, -0.025], [0.003, -0.006, 0.040], [-0.032, -0.004, -0.010], [-0.044, 0.002, -0.105], [0.045, 0.164, -0.029], [0.144, 0.007, -0.468], [0.155, 0.019, 0.053], [-0.019, 0.003, 0.074], [0.073, 0.011, 0.091], [-0.311, -0.141, 0.250], [-0.208, -0.034, -0.756], [1.327, 0.539, 3.582], [0.042, -0.014, 0.028], [-0.018, 0.033, 0.042], [-0.029, -0.097, -0.022], [-0.017, 0.061, 0.037], [0.013, 0.119, 0.005], [0.006, 0.069, 0.078], [-0.049, 0.004, 0.026], [-0.039, -0.018, -0.024], [0.002, -0.018, -0.037], [0.076, -0.021, -0.029], [-0.048, 0.010, 0.032], [-0.052, -0.054, -0.047], [0.019, 0.017, -0.098], [0.083, 0.023, 0.011], [-0.021, 0.099, -0.056], [0.122, -0.061, 0.098], [0.052, -0.094, -0.072], [0.220, 0.125, 0.097], [-1.861, 0.558, 0.082], [0.053, 0.019, -0.229], [0.147, 0.084, -0.076], [-0.019, -0.020, 0.093], [0.139, 0.060, 0.008], [-0.014, 0.016, 0.042], [-0.052, -0.035, 0.009], [0.047, -0.003, -0.040], [-0.004, -0.011, 0.025], [0.052, -0.006, -0.045], [-0.050, 0.020, 0.009], [-0.043, 0.051, -0.001], [0.102, -0.024, 0.026], [-0.029, -0.013, -0.004], [-0.091, -0.044, 0.049], [-0.037, 0.010, -0.056], [0.066, -0.005, 0.001], [0.132, -0.055, -0.211], [0.011, 0.214, 0.010], [-0.159, -0.269, 0.071], [0.159, -0.029, 0.240], [0.163, 0.552, -0.613], [-0.060, 0.117, 0.034], [-0.032, -0.057, -0.037], [0.091, -0.024, 0.026], [-0.113, 0.113, -0.003], [0.041, -0.027, 0.083], [0.038, -0.029, -0.093], [-0.024, 0.108, -0.017], [0.087, -0.028, -0.057], [-0.056, -0.071, 0.042], [0.043, 0.115, -0.048], [0.040, -0.059, 0.119]],
  "mulliken_charge": [0.29, -1.99, 0.98, 1.04, -0.78, 0.46, -0.37, -0.06, -1.30, 0.73, -0.29, -0.68, -0.39, -0.92, 0.02, 0.25, -0.83, -0.97, -0.64, -0.80, 0.20, 0.21, 0.31, 0.46, 0.48, 0.41, 0.49, 0.40, 0.41, 0.42, 0.48, 0.36, 0.46, 0.43, 0.45, 0.55, -1.78, 1.68, -1.88, -0.48, 0.78, -0.23, 1.53, -1.85, -2.04, 0.45, 0.36, 0.36, 0.51, 0.40, 0.22, 0.33, 0.36, 0.46, 0.34, 0.50, 0.39, -0.95, 0.06, -1.04, -0.84, -0.78, 0.40, 0.26, 0.30, 0.32, 0.32, 0.32, 0.48, 0.27, 0.14, 0.36, 0.72]
}